# 1
C13H10BCl2F5N4PdS | the ωB97M-V functional and the def2-TZVPD basis

Structure (ORCA input):
```
! RIJCOSX wB97M-V def2-TZVPD def2/J DEFGRID3
* xyz 2 1
Pd -0.66775 0.89482 -0.04579
B 0.62024 -1.76563 1.91373
N 0.42069 -0.31059 2.44987
C 0.75788 0.04910 3.69275
C 0.48326 1.39464 3.87604
C -0.03932 1.81028 2.66865
N -0.07196 0.76280 1.82000
N -0.17818 -1.97669 0.59382
C -0.36742 -3.18807 0.06589
C -1.04259 -3.07070 -1.13698
C -1.24919 -1.71605 -1.28674
N -0.73017 -1.06563 -0.22678
H 1.80100 -1.94946 1.70514
H 0.21383 -2.52999 2.74155
H 1.14187 -0.68830 4.37899
H 0.61855 1.98195 4.76715
H -0.40317 2.78212 2.39100
H -0.02311 -4.06382 0.59180
H -1.36312 -3.85894 -1.79495
H -1.75474 -1.20506 -2.08674
Cl -1.94348 1.36650 -2.06759
C -1.94906 3.12272 -1.69568
Cl -1.01888 3.34289 -0.18159
H -2.97163 3.44968 -1.54678
H -1.42713 3.64630 -2.48789
F 5.85589 -2.27279 1.66516
C 4.91485 -1.61096 1.09686
C 4.31452 -2.14488 -0.05451
F 4.71017 -3.31078 -0.50397
C 3.29406 -1.45301 -0.63255
F 2.68399 -1.93911 -1.66983
C 2.87305 -0.15723 -0.12259
S 1.80013 0.75155 -0.94220
C 3.52615 0.32859 1.07960
F 3.15329 1.47866 1.56567
C 4.51592 -0.38227 1.67647
F 5.12716 0.03420 2.75872
*
```

Computed properties:
HOMO level in eV: -15.35
Energy relative to the best compared isomer or geometry (same formula, charge and spin) in kcal/mol: 0.0
HOMO-LUMO gap in Ha: 0.1899

Atomic partial charges in e from the Mulliken method, atoms 1 to 4:
1 Pd 0.853
2 B 0.333
3 N -0.237
4 C -0.253



# 2
C13H10BrCeN2O4 | the ωB97M-V functional and the def2-TZVPD basis

Structure (ORCA input):
```
! RIJCOSX wB97M-V def2-TZVPD def2/J DEFGRID3
* xyz 2 2
Ce -1.07590 -1.99659 -1.84473
O 1.13921 -1.81974 -1.70175
C 1.95476 -1.86970 -0.73847
C 1.59022 -1.91546 0.62660
C 2.65124 -1.95491 1.55957
C 2.35456 -1.98428 2.89432
C 1.04168 -1.97650 3.35582
C -0.01698 -1.93872 2.46085
C 0.24388 -1.91020 1.09931
O -0.77049 -1.88876 0.21767
N 3.46757 -2.02248 3.87209
O 4.58459 -2.03199 3.41159
O 3.16214 -2.05478 5.03720
H 3.01840 -1.87944 -0.99135
H 3.68451 -1.96300 1.23746
H 0.86296 -2.00314 4.42296
H -1.03645 -1.93514 2.81806
C -0.60510 4.05971 -2.00138
C -1.45513 2.82770 -1.98522
C -2.84961 2.88999 -1.94067
C -3.62012 1.73773 -1.93428
C -2.93623 0.53978 -1.97413
Br -3.89671 -1.11201 -1.98942
N -1.61156 0.43396 -2.01189
C -0.88122 1.56468 -2.01663
H -1.22261 4.95434 -1.97351
H 0.00244 4.09681 -2.90566
H 0.06144 4.08230 -1.13910
H -3.33608 3.85692 -1.91124
H -4.69947 1.77430 -1.90291
H 0.19405 1.43864 -2.05116
*
```

Computed properties:
HOMO level (spin up / spin down) in eV: -15.84 / -15.83
HOMO-LUMO gap (spin up / spin down) in Ha: 0.2913 / 0.2930

Atomic partial charges in e from the Mulliken method, atoms 1 to 4:
1 Ce 1.522
2 O -0.638
3 C 0.143
4 C 0.542



Record-wise calculated total energy values, in hartree: -2690.343349; -3960.411066
Record-wise F_max values, in eV/A: 0.8; 0.7